No. 1
DFT (the ωB97M-V functional and the def2-TZVPD basis) results for C8H11ClNS as an isolated structure in a non-equilibrium geometry.

```
22
C8H11ClNS | the OMol25 dataset | the ωB97M-V functional and the def2-TZVPD basis
C 1.91289 -2.38017 -0.73857
C 2.15893 -1.62431 0.41444
C 0.70322 -2.28557 -1.47542
C 1.25870 -0.59735 0.71369
C -0.21634 -1.33460 -1.02183
C 0.11137 -0.48716 0.02386
C 0.04260 2.20291 0.23386
C -0.90045 1.01295 0.61894
N -2.25742 0.95976 -0.13552
S -1.21919 0.89400 2.33489
Cl 0.42895 2.14787 -1.61495
H 2.57182 -3.21225 -0.87058
H 3.10276 -1.71269 0.82528
H 0.55716 -2.67900 -2.38644
H 1.40381 -0.05191 1.55720
H -1.15080 -1.21827 -1.63351
H -0.35633 3.20530 0.41351
H 0.95567 2.05571 0.82173
H -3.04727 1.59573 0.32595
H -2.03174 1.25612 -1.09577
H -2.72116 0.08058 -0.13030
H -1.30718 2.17234 2.81953
```

Values from the calculation:
**Frontier orbital gap**: 9.6 eV
**E_tot**: -1224.2456 a.u.
**HOMO level**: -0.4790 hartree
**Charge**: +1



No. 2
DFT (the ωB97M-V functional and the def2-TZVPD basis) results for one molecule with the formula C7H12N2O in a non-equilibrium geometry.

```
22
C7H12N2O | the OMol25 dataset | the ωB97M-V functional and the def2-TZVPD basis
C 1.79046 -0.22871 -1.55144
C 1.06880 -1.51926 -1.13507
C 1.43531 -2.02848 0.25910
C -0.73149 -0.06378 -0.45509
C -1.16135 0.16940 0.91049
C -1.44015 1.46055 0.94530
C -1.89621 2.42586 2.01424
H 1.44753 0.16373 -2.48734
H 2.81710 -0.42097 -1.65771
H 1.61780 0.56854 -0.78898
H 1.22033 -2.29022 -1.96059
H 1.22818 -1.18394 0.90900
H 2.45878 -2.33258 0.60857
H 0.74147 -2.83736 0.54116
H -0.75159 -1.01716 -2.00904
H -1.08779 -0.57243 1.77320
H -1.23483 3.28802 1.95368
H -2.96405 2.77049 1.73546
H -1.95309 1.86381 2.96912
N -0.38459 -1.22754 -1.11891
N -0.92356 1.00519 -1.17966
O -1.29704 2.00684 -0.27550
```

Values from the calculation:
**Structure (SMILES)**: Cc1cc(NC(C)C)no1
**Frontier orbital gap**: 10.1 eV
**E_tot**: -458.6079 a.u.
**HOMO level**: -0.3365 hartree



No. 3
DFT (the ωB97M-V functional and the def2-TZVPD basis) results for C3H5Cl2P as an isolated structure in a non-equilibrium geometry.

```
11
C3H5Cl2P | the OMol25 dataset | the ωB97M-V functional and the def2-TZVPD basis
C 1.56109 -0.14936 0.51280
C 0.36822 -0.73421 0.81604
C -0.80252 -0.36252 -0.04680
P -0.71116 1.43083 -0.29888
Cl -0.86749 -1.66625 -1.47026
Cl -2.37626 -0.56265 0.79367
H 2.42154 -0.49597 0.91291
H 1.55091 0.66925 -0.12716
H 0.29480 -1.58699 1.47837
H -1.76119 1.65253 -1.25554
H 0.32204 1.80533 -1.31515
```

Values from the calculation:
**Frontier orbital gap**: 9.8 eV
**E_tot**: -1378.9660 a.u.
**HOMO level**: -0.3566 hartree



No. 4
DFT (the ωB97M-V functional and the def2-TZVPD basis) results for one molecule with the formula C16H25NO.

```
43
C16H25NO | the OMol25 dataset | the ωB97M-V functional and the def2-TZVPD basis
C 1.25612 3.28277 3.01106
C 0.74665 1.89393 2.76339
C 0.47063 1.47631 1.46854
C -0.01750 0.21012 1.16969
C -0.20297 -0.69378 2.22653
C 0.07183 -0.26856 3.52085
C 0.53303 1.00256 3.79997
H 0.73299 1.29487 4.82101
H -0.07848 -0.96152 4.33709
C -0.69001 -2.10191 2.05684
H -0.18147 -2.60791 1.24173
H -0.53107 -2.66468 2.97490
H -1.75215 -2.10267 1.82373
C -0.27332 -0.20059 -0.27993
C 1.00534 -0.89578 -0.80573
H 1.33114 -1.66416 -0.10532
H 1.79134 -0.13984 -0.85176
C 0.78694 -1.52032 -2.19579
N -0.42118 -0.95721 -2.79366
C -0.72265 -1.45855 -4.11499
H -0.62671 -2.54370 -4.11467
H -0.07364 -1.04652 -4.90048
H -1.75492 -1.20297 -4.35879
C -0.49597 0.49002 -2.70894
C -0.53398 0.98765 -1.24451
C -1.86266 1.66377 -0.91794
H -1.84871 2.04074 0.10192
H -2.67707 0.94878 -1.00206
H -2.04630 2.49427 -1.59670
H 0.26983 1.71710 -1.13238
H 0.33929 0.96927 -3.24693
H -1.41646 0.79246 -3.21555
C 2.05912 -1.37801 -3.04228
H 1.97053 -1.92410 -3.97833
H 2.26052 -0.33212 -3.26376
H 2.90454 -1.78058 -2.49037
H 0.58134 -2.59334 -2.07688
O -1.38815 -1.06181 -0.30756
H -1.50096 -1.31376 -1.23898
H 0.65301 2.19059 0.68122
H 2.15308 3.47280 2.42292
H 1.49261 3.42682 4.06226
H 0.50624 4.01891 2.72193
```

Values from the calculation:
**Structure (SMILES)**: Cc1ccc(C)c([C@]2(O)C[C@H](C)N(C)C[C@H]2C)c1
**Frontier orbital gap**: 9.3 eV
**E_tot**: -754.6692 a.u.
**HOMO level**: -0.3099 hartree



No. 5
DFT (the ωB97M-V functional and the def2-TZVPD basis) results for C23H20N3Pt as an isolated structure.

```
47
C23H20N3Pt | the OMol25 dataset | the ωB97M-V functional and the def2-TZVPD basis
Pt -0.66982 0.05692 -0.37890
C -2.45951 2.89771 0.15626
C -1.09938 3.18290 -0.40203
C -0.62611 4.48711 -0.48702
C 0.63327 4.73185 -0.99340
C 1.40270 3.66638 -1.42933
C 0.88837 2.39026 -1.33616
N -0.34435 2.15472 -0.81909
C 1.63381 1.19857 -1.80666
C 2.76155 1.20104 -2.60904
C 3.30467 -0.01715 -2.99411
C 2.72246 -1.21084 -2.59358
C 1.59660 -1.16041 -1.78717
N 1.11532 0.03060 -1.41641
C 0.82293 -2.31904 -1.28409
C 1.30476 -3.61172 -1.33268
C 0.51021 -4.64101 -0.85667
C -0.73890 -4.34671 -0.34656
C -1.17657 -3.02954 -0.30353
C -2.50323 -2.66148 0.28071
N -0.40179 -2.03820 -0.77346
H -3.19971 3.56122 -0.29066
H -2.46830 3.05856 1.23497
H -2.75108 1.86902 -0.04168
H -1.25728 5.29988 -0.15330
H 1.01636 5.74226 -1.05018
H 2.39610 3.82799 -1.82331
H 3.20447 2.12620 -2.94893
H 4.17851 -0.03544 -3.63195
H 3.13145 -2.15521 -2.92322
H 2.29229 -3.81148 -1.72410
H 0.86669 -5.66219 -0.88181
H -1.38540 -5.13129 0.02265
H -3.20521 -3.48945 0.20149
H -2.91894 -1.79282 -0.22840
H -2.38513 -2.40591 1.33599
C -0.50329 -0.28534 4.47103
C 0.60903 -0.56508 3.68812
C 0.53753 -0.43855 2.30505
C -0.64572 -0.02647 1.69189
C -1.75550 0.25575 2.48024
C -1.68247 0.12085 3.86481
H -0.45148 -0.38405 5.54747
H 1.53529 -0.88190 4.15191
H 1.41513 -0.66673 1.71111
H -2.69426 0.57003 2.03604
H -2.55607 0.33818 4.46767
```

Values from the calculation:
**Frontier orbital gap (alpha / beta)**: 6.0 / 7.0 eV
**E_tot**: -1171.8081 a.u.
**HOMO level (alpha / beta)**: -0.3460 / -0.4064 hartree
**Charge**: +1
**2S+1**: 3
**<S²>**: 2.01



No. 6
DFT (the ωB97M-V functional and the def2-TZVPD basis) results for one molecule with the formula C6H16N2 in a non-equilibrium geometry.

```
24
C6H16N2 | the OMol25 dataset | the ωB97M-V functional and the def2-TZVPD basis
C 0.06763 -0.43088 0.81432
N 1.47724 -0.00398 0.19768
C 1.79628 1.26102 0.77915
C 1.56473 1.47030 2.28660
C -0.66711 -1.11734 -0.33584
N -1.87885 -1.64250 0.44123
C -1.27117 -0.59884 -2.80436
C -1.04135 -0.03327 -1.38443
H -0.53320 0.49511 1.14961
H 0.29023 -1.15436 1.55742
H 2.19064 -0.73332 0.40398
H 2.75444 1.74719 0.40583
H 1.11424 2.05538 0.39576
H 2.46341 1.88886 2.75437
H 0.71516 2.06953 2.56333
H 1.61106 0.61613 2.96128
H -0.00828 -1.79305 -0.87699
H -2.45383 -0.82459 0.66132
H -2.46066 -2.26679 -0.10619
H -0.71743 -1.57448 -2.93723
H -2.36442 -0.60038 -2.91272
H -0.76450 0.00585 -3.52188
H -1.78560 0.65090 -1.01966
H -0.09865 0.51350 -1.47259
```

Values from the calculation:
**Structure (SMILES)**: CCNC[C@@H](N)CC
**Frontier orbital gap**: 9.9 eV
**E_tot**: -347.6422 a.u.
**HOMO level**: -0.3226 hartree



What are the ΔE to the lowest compared entry with this formula, charge and spin values for these records? In order: 63.2, 50.8, 16.5, 22.1, 1.0, 51.8 kcal per mole.